The following is a quantum chemistry calculation of a single C19H22BrIN2O3S molecule at a distorted geometry, from the OMol25 dataset.

Energy in eV: -118157.3710
Multiplicity: 1
Relative energy (zero: lowest compared OMol25 entry of this formula, charge and spin) in kcal/mol: 51.1

Atoms and positions in Å:
O: 4.46008 2.27234 0.43763
S: 3.56857 3.28772 -0.09871
O: 4.02516 4.66242 0.08081
N: 2.09838 3.18049 0.54052
C: 1.54805 2.10109 1.44675
C: 0.23596 2.55161 2.07298
C: -0.36225 1.38727 2.83550
N: -0.69479 0.28694 1.92798
C: -1.98017 -0.56431 2.16818
C: -2.33018 -1.55827 1.05344
O: -3.43802 -2.37985 1.48526
C: -3.48657 -3.66814 0.96003
C: -2.43551 -4.52182 0.69801
C: -2.64149 -5.69707 0.09718
Br: -1.07809 -6.89042 -0.01906
C: -3.86012 -6.05504 -0.45573
C: -4.97522 -5.23564 -0.17757
C: -4.79319 -4.07664 0.52104
I: -6.61317 -2.66623 0.74474
C: 0.39534 -0.30127 1.23738
C: 1.19841 0.82936 0.53427
C: 3.29768 2.98876 -1.87102
C: 3.50722 1.64673 -2.45964
C: 3.29515 1.50822 -3.81810
C: 2.88139 2.55271 -4.66434
C: 2.88871 3.79769 -4.11340
C: 2.99499 4.06952 -2.71407
H: 1.51670 3.38052 -0.25821
H: 2.34464 1.90819 2.17604
H: -0.32915 2.92358 1.15841
H: 0.48289 3.46332 2.74767
H: 0.31050 0.99186 3.64425
H: -1.33434 1.76216 3.15368
H: -2.86313 0.11092 2.28994
H: -1.99879 -1.16404 3.04190
H: -1.41630 -2.07258 0.85223
H: -2.65319 -1.09367 0.12911
H: -1.47559 -4.23252 1.00896
H: -3.96494 -7.08324 -0.94402
H: -5.95430 -5.67878 -0.51431
H: 1.03981 -0.81197 1.94447
H: 0.15390 -0.97503 0.44994
H: 0.57858 1.15006 -0.30068
H: 2.01926 0.34299 0.10379
H: 3.74166 0.77182 -1.89683
H: 3.37816 0.58855 -4.31589
H: 2.87769 2.45373 -5.71457
H: 2.84003 4.66017 -4.81070
H: 2.99956 5.09580 -2.39526

---

The following is a quantum chemistry calculation of a molecular structure, C19H22BrNTb at a distorted geometry, from the OMol25 dataset.

Energy in eV: -114028.4341
<S²>: 12.707
Multiplicity: 7
Charge: -1

Atoms and positions in Å:
C: -2.46496 -0.51203 -2.59194
C: -2.20447 -0.97610 -1.26826
C: -2.02616 0.17439 -0.44170
H: -2.14558 -2.01757 -0.95391
C: -2.14799 1.34062 -1.25207
C: -2.46324 0.90705 -2.56959
H: -2.74364 1.55423 -3.39895
H: -2.69281 -1.14047 -3.45019
H: -1.76796 0.16645 0.61595
H: -2.07800 2.37134 -0.91749
Tb: 0.17144 -0.14003 -1.97443
Br: 0.75112 -2.68059 -1.43378
C: 2.01886 0.69691 -3.45893
C: 0.86100 1.47731 -3.75938
C: -0.11456 0.58798 -4.31198
H: 0.77212 2.56548 -3.66582
C: 0.42187 -0.73253 -4.35066
C: 1.74023 -0.67092 -3.80241
H: 2.42579 -1.50742 -3.70713
H: 2.98946 1.09519 -3.16310
H: -1.07908 0.89329 -4.71726
H: -0.06982 -1.62445 -4.74282
C: -0.53809 -1.40575 4.83284
N: -0.76680 -0.81238 3.55252
C: -1.54660 0.38028 3.49323
C: -0.12177 -1.33091 2.37471
C: 0.91896 -0.39433 1.81542
C: 2.03843 -0.10106 2.62327
C: 2.95819 0.87867 2.23491
C: 2.76291 1.53940 1.02306
C: 1.67567 1.19141 0.16619
C: 0.80646 0.20520 0.57139
H: -1.39673 -1.15680 5.47078
H: 0.38759 -1.04445 5.32449
H: -0.47245 -2.49396 4.71028
H: -1.00796 1.24481 3.06944
H: -2.44878 0.21012 2.88465
H: -1.87000 0.61468 4.51395
H: 0.34418 -2.28064 2.68072
H: -0.88200 -1.56869 1.60788
H: 2.16401 -0.64128 3.56422
H: 3.80826 1.11010 2.88927
H: 3.46394 2.32432 0.72484
H: 1.56900 1.70312 -0.81224

---

The following is a quantum chemistry calculation of a single C19H22Cl2N2O2 molecule, from the OMol25 dataset.

Energy in eV: -52179.7255
Multiplicity: 1

Atoms and positions in Å:
O: -0.15658 -3.55895 -1.75708
C: -0.45621 -2.51119 -0.86724
C: -1.91426 -2.05699 -1.04631
O: -2.09713 -0.89773 -0.26670
C: -3.30482 -0.27249 -0.28028
C: -4.41697 -0.69468 -1.00030
C: -5.60036 0.02232 -0.93427
C: -5.67731 1.15912 -0.15101
Cl: -7.15783 2.04964 -0.07157
C: -4.57476 1.59201 0.57189
C: -3.39777 0.87850 0.50555
C: -0.15406 -2.88109 0.61079
N: 0.89054 -2.13263 1.26598
C: 0.57966 -0.73322 1.48576
C: 1.62427 -0.12987 2.43286
N: 2.95053 -0.26142 1.86613
C: 3.45412 0.72372 1.03772
C: 3.28794 2.07714 1.36895
C: 3.83602 3.07648 0.59426
C: 4.58244 2.78199 -0.53543
C: 4.76052 1.44971 -0.85861
Cl: 5.68691 1.03120 -2.26286
C: 4.21143 0.43102 -0.10325
C: 3.23318 -1.65930 1.62452
C: 2.20741 -2.28637 0.67452
H: -0.68286 -4.33293 -1.52401
H: 0.19005 -1.68585 -1.17967
H: -2.09640 -1.84904 -2.10935
H: -2.59640 -2.85749 -0.71934
H: -4.37837 -1.57712 -1.61864
H: -6.46097 -0.30711 -1.49478
H: -4.64099 2.48058 1.17929
H: -2.52617 1.19605 1.05532
H: 0.13701 -3.93690 0.64460
H: -1.06036 -2.75498 1.20899
H: -0.41271 -0.66672 1.93478
H: 0.57259 -0.15034 0.54881
H: 1.38284 0.91358 2.62114
H: 1.60543 -0.67436 3.38175
H: 2.74310 2.35170 2.25818
H: 3.68952 4.10793 0.87828
H: 5.01435 3.56049 -1.14213
H: 4.37473 -0.58402 -0.42435
H: 4.24769 -1.78054 1.24791
H: 3.16415 -2.17001 2.59072
H: 2.41247 -3.35224 0.55469
H: 2.28144 -1.80549 -0.31446